[1]
C22H41BrNP3SeSn as an isolated structure in a non-equilibrium geometry, computed with ωB97M-V/def2-TZVPD.

Computed properties:
E_tot	-194012.0923	eV
energy relative to the best compared isomer or geometry (same formula, charge and spin)	0.0	kJ/mol
charge	+4

Each line ends with the Löwdin charge.
Geometry (Å):
Sn  1.0177  0.2760  0.0102  1.048
P  -0.2369  -0.3573  3.0846  0.748
P  1.5490  -2.2962  -0.1291  0.700
P  -1.2483  2.0070  0.0923  0.723
H  0.6648  -0.8262  -3.3685  0.086
C  0.5397  -0.0088  -2.6460  -0.101
C  1.6502  0.7409  -2.1653  -0.258
H  2.6425  0.3718  -2.4857  0.103
C  -1.5654  -1.3449  3.9032  -0.255
C  1.2022  -1.1538  3.9337  -0.276
C  -0.3774  1.1344  4.1663  -0.267
C  1.6826  -2.9653  -1.8182  -0.224
C  3.2679  -2.2892  0.4764  -0.221
C  0.7821  -3.6631  0.7900  -0.202
C  -1.7744  2.6331  -1.5523  -0.241
C  -0.5781  3.5408  0.8194  -0.229
C  -2.8731  1.9896  0.9374  -0.215
H  -0.5174  0.2447  -2.4556  -0.004
H  1.5900  1.8355  -2.0484  0.085
H  -1.3748  -1.3853  4.9869  0.078
H  -1.5621  -2.3616  3.4857  0.046
H  -2.5371  -0.8702  3.7044  0.051
H  1.0969  -0.9972  5.0203  0.070
H  2.1387  -0.6942  3.5860  0.026
H  1.2191  -2.2324  3.7101  0.039
H  -0.1473  0.8490  5.2058  0.073
H  -1.3996  1.5357  4.0996  0.047
H  0.3304  1.8990  3.8204  0.026
H  2.1021  -3.9825  -1.7086  0.091
H  2.3405  -2.3422  -2.4434  0.066
H  0.6823  -3.0073  -2.2814  0.052
H  3.6952  -3.2671  0.2252  0.086
H  3.2928  -2.1415  1.5631  0.062
H  3.8618  -1.5008  -0.0005  0.058
H  1.4117  -4.5538  0.6070  0.094
H  -0.2357  -3.8493  0.4117  0.062
H  0.7324  -3.4376  1.8686  0.045
H  -2.5042  3.4382  -1.3700  0.079
H  -2.2595  1.8198  -2.1113  0.036
H  -0.9136  3.0261  -2.1141  0.068
H  -0.9809  4.4044  0.2763  0.081
H  0.5141  3.5553  0.7703  0.039
H  -0.8830  3.5948  1.8704  0.062
H  -3.3963  2.9256  0.6802  0.090
H  -2.7078  1.9724  2.0244  0.048
H  -3.4722  1.1174  0.6364  0.032
C  -3.3080  -1.6636  -2.9193  -0.464
C  -2.7868  -1.7839  -4.2278  -0.032
C  -3.6227  -1.4937  -5.3331  0.036
C  -5.0181  -1.3885  -5.1299  0.082
C  -5.5444  -1.4681  -3.8246  0.030
C  -4.6909  -1.6745  -2.7537  -0.123
Se  -2.4604  -1.3869  -1.1793  0.957
H  -3.7943  -0.8956  -0.6774  -0.058
H  -1.7491  -2.1147  -4.3171  0.121
H  -3.1514  -1.3933  -6.3246  0.150
H  -5.7005  -1.1654  -5.9521  0.156
H  -6.6048  -1.3923  -3.5769  0.151
H  -5.1304  -1.7044  -1.7596  0.103
Br  5.9642  3.0518  -1.4523  0.892
C  4.9079  2.6101  0.0468  -0.634
C  5.2670  2.9196  1.3588  -0.014
C  4.4130  2.5724  2.4052  0.017
C  3.2179  1.9164  2.1286  -0.107
N  2.9228  1.5534  0.8665  -0.090
C  3.7135  1.9411  -0.1619  -0.203
H  6.2024  3.4208  1.5387  0.135
H  4.6302  2.7940  3.4397  0.137
H  2.4799  1.6679  2.8990  0.102
H  3.3817  1.6930  -1.1618  0.048

[2]
C70H177AlB4N11O30 as an isolated structure in a non-equilibrium geometry, computed with ωB97M-V/def2-TZVPD.

Computed properties:
E_tot	-162545.9804	eV
charge	-1

Each line ends with the Löwdin charge.
Geometry (Å):
Al  0.1730  6.3527  1.6578  1.416
B  -0.5385  3.7917  3.5350  -0.326
H  0.3483  3.2417  3.2607  0.010
H  -0.1917  4.7731  3.8196  -0.068
H  -1.2126  3.9165  2.7017  -0.040
H  -1.1021  3.3964  4.3658  -0.009
B  2.5906  4.7010  3.2064  -0.333
H  1.7453  5.2161  3.6357  -0.069
H  3.4259  5.1384  3.7310  -0.004
H  2.5906  3.6300  3.3378  -0.039
H  2.6148  4.9696  2.1617  -0.082
B  -0.8537  9.0274  0.9855  -0.395
H  -1.4434  8.2498  0.5254  -0.089
H  -0.6132  8.9030  2.0299  -0.074
H  0.1496  9.0920  0.5938  -0.071
H  -1.3610  9.9576  0.7810  -0.025
O  1.1715  2.6894  -2.1667  0.106
C  0.3434  2.0648  -1.5171  -0.344
O  0.0344  0.7883  -1.6035  0.218
B  -0.9371  0.3939  -0.5403  -0.857
O  -1.2954  1.6862  0.0770  0.247
C  -0.4542  2.6158  -0.2847  -0.317
O  -0.2645  3.7732  0.1171  0.075
O  -0.4089  -0.5715  0.4542  0.189
C  -1.0368  -1.7846  0.2837  -0.300
O  -0.9795  -2.8680  0.8606  0.110
C  -2.1467  -1.5352  -0.7720  -0.441
O  -2.0141  -0.3622  -1.1851  0.242
O  -3.0598  -2.2891  -1.0874  0.109
C  2.4950  1.2691  2.2729  -0.143
O  1.7841  1.0325  3.4675  -0.157
C  0.6165  0.0950  3.3374  -0.150
C  0.0079  -0.2052  4.6778  -0.215
N  -0.5537  1.0341  5.1699  -0.010
C  -1.2729  0.7433  6.3851  -0.181
C  -1.8915  2.0229  7.0679  -0.213
O  -1.0820  3.1716  6.9911  -0.168
C  -1.7964  4.3153  7.4760  -0.109
H  3.5700  1.4407  2.3267  0.087
H  2.1884  2.1720  1.7447  0.060
H  2.4315  0.4833  1.5202  0.061
H  0.9156  -0.8518  2.8878  0.104
H  -0.1505  0.5711  2.7266  0.104
H  0.7080  -0.6639  5.3762  0.128
H  -0.7890  -0.9205  4.4747  0.099
H  -1.2488  1.2830  4.4808  0.089
H  -0.5855  0.2443  7.0682  0.102
H  -2.0316  -0.0309  6.2699  0.095
H  -2.1532  1.7614  8.0933  0.097
H  -2.9211  2.2899  6.8299  0.105
H  -1.3169  5.2783  7.3008  0.087
H  -2.0461  4.2289  8.5335  0.077
H  -2.7765  4.4282  7.0128  0.076
C  -2.1077  -0.0926  14.5458  -0.188
O  -2.7674  0.2125  13.4177  -0.158
C  -2.6859  -0.7897  12.3826  -0.187
C  -1.3419  -0.8454  11.7094  -0.247
N  -1.1600  -1.8907  10.7651  -0.086
C  -1.8131  -1.6549  9.4780  -0.151
C  -0.9646  -2.5253  8.4267  -0.189
O  -1.7394  -2.5348  7.2066  -0.203
C  -0.9058  -3.2905  6.2727  -0.097
H  -1.1757  -0.6526  14.4690  0.081
H  -2.6972  -0.6569  15.2684  0.082
H  -1.9265  0.8524  15.0579  0.094
H  -3.4295  -0.5566  11.6204  0.123
H  -2.9771  -1.7686  12.7635  0.123
H  -0.5949  -0.9327  12.4984  0.108
H  -1.0923  0.0131  11.0859  0.127
H  -1.4831  -2.7341  11.2171  0.108
H  -1.6129  -0.6329  9.1563  0.101
H  -2.8716  -1.9151  9.4737  0.119
H  -0.8319  -3.5580  8.7492  0.109
H  0.0215  -2.1009  8.2380  0.112
H  -1.0138  -3.0035  5.2267  0.076
H  -1.2138  -4.3360  6.2578  0.053
H  0.1589  -3.4271  6.4621  0.087
C  7.6655  1.3110  -11.8942  -0.139
O  6.6564  2.3238  -11.9721  -0.202
C  6.0830  2.5368  -10.6172  -0.162
C  5.2869  1.3535  -9.9421  -0.209
N  4.8451  1.7515  -8.6288  -0.077
C  4.7763  0.6796  -7.6358  -0.183
C  4.5935  1.3803  -6.2756  -0.244
O  3.2308  1.6817  -6.2460  -0.201
C  2.7523  2.1395  -4.9345  -0.055
H  7.4864  0.2413  -11.7853  0.079
H  8.3679  1.4693  -11.0759  0.077
H  8.0932  1.6573  -12.8350  0.091
H  5.3137  3.2930  -10.7740  0.109
H  6.9126  2.9247  -10.0261  0.115
H  6.0269  0.5664  -9.7971  0.091
H  4.5194  0.9087  -10.5755  0.117
H  4.9633  2.7091  -8.3304  0.098
H  5.7718  0.2359  -7.6220  0.103
H  4.1152  -0.1576  -7.8594  0.122
H  5.3760  2.0895  -6.0056  0.125
H  4.7966  0.5743  -5.5705  0.097
H  1.8038  2.6474  -5.1093  0.092
H  3.4246  2.7318  -4.3139  0.075
H  2.5205  1.2400  -4.3641  0.072
C  -0.9125  -1.4544  -4.2775  -0.077
O  -2.2823  -1.2143  -4.5322  -0.193
C  -2.7441  0.0733  -4.7808  -0.295
C  -4.1446  0.1395  -4.6700  -0.225
N  -4.6061  0.2302  -3.2439  -0.018
C  -6.0779  0.5545  -3.0641  -0.167
C  -6.6227  -0.1341  -1.7892  -0.185
O  -6.8793  0.7371  -0.7228  -0.162
C  -5.9420  1.6736  -0.4496  -0.176
H  -0.4691  -1.3757  -3.2848  0.084
H  -0.4847  -0.8157  -5.0502  0.090
H  -0.8586  -2.4729  -4.6619  0.080
H  -2.4441  0.2200  -5.8184  0.128
H  -2.2819  0.8527  -4.1751  0.136
H  -4.6121  -0.6140  -5.3038  0.124
H  -4.3818  1.1095  -5.1069  0.125
H  -4.2673  -0.4645  -2.5939  0.070
H  -6.5885  0.2883  -3.9896  0.099
H  -6.2756  1.6264  -3.0563  0.100
H  -5.9170  -0.8922  -1.4495  0.115
H  -7.6076  -0.5708  -1.9547  0.121
H  -4.9254  1.2960  -0.3400  0.083
H  -6.1886  2.1161  0.5156  0.086
H  -5.9028  2.5942  -1.0319  0.085
C  0.3476  -4.4574  -2.2814  -0.092
O  -0.6766  -5.3461  -2.6833  -0.189
C  -2.0149  -4.8059  -2.6286  -0.186
C  -2.9427  -5.5498  -3.5722  -0.157
N  -2.8815  -5.0135  -4.9984  -0.074
C  -3.8633  -5.6363  -5.8866  -0.208
C  -4.0729  -4.9898  -7.2866  -0.210
O  -4.8481  -3.7949  -7.2532  -0.188
C  -4.6729  -3.0268  -8.4470  -0.106
H  0.6161  -3.9005  -3.1790  0.086
H  1.2171  -4.9068  -1.8017  0.047
H  0.1069  -3.8960  -1.3786  0.079
H  -1.8279  -3.7854  -2.9631  0.090
H  -2.3717  -4.8211  -1.5988  0.116
H  -3.9874  -5.4694  -3.2716  0.103
H  -2.7251  -6.6098  -3.7030  0.115
H  -3.0093  -4.0118  -4.9796  0.090
H  -4.7336  -5.5933  -5.2318  0.099
H  -3.7644  -6.7206  -5.8343  0.111
H  -4.5837  -5.7477  -7.8806  0.110
H  -3.1351  -4.8571  -7.8260  0.116
H  -3.7505  -2.4490  -8.5049  0.082
H  -5.4684  -2.3243  -8.6956  0.085
H  -4.5540  -3.8138  -9.1916  0.074
C  8.0327  -0.2260  -2.5199  -0.146
O  7.7008  1.0503  -2.0676  -0.205
C  6.5113  1.1574  -1.1661  -0.119
C  5.2017  0.9078  -2.0197  -0.185
N  4.0446  0.5145  -1.2029  -0.036
C  3.9918  -0.9437  -0.9995  -0.136
C  3.9929  -1.8788  -2.3523  -0.189
O  3.4203  -1.1538  -3.3535  -0.205
C  3.2476  -1.7662  -4.5756  -0.129
H  8.9521  -0.1846  -3.1039  0.085
H  7.4398  -0.7176  -3.2912  0.066
H  8.0162  -0.8189  -1.6054  0.089
H  6.4515  2.1945  -0.8362  0.100
H  6.5565  0.6294  -0.2136  0.112
H  5.3467  0.1520  -2.7916  0.083
H  4.9472  1.8401  -2.5238  0.090
H  3.1718  0.9315  -1.4937  0.088
H  3.1254  -1.0985  -0.3565  0.088
H  4.8191  -1.3101  -0.3917  0.097
H  3.4276  -2.8060  -2.2582  0.106
H  5.0522  -2.0024  -2.5775  0.104
H  2.6463  -1.1474  -5.2416  0.082
H  2.8025  -2.7563  -4.6746  0.089
H  4.1555  -1.7708  -5.1788  0.080
C  7.2079  -4.6492  1.3594  -0.171
O  7.3732  -4.1896  2.6407  -0.191
C  6.3291  -4.3989  3.6723  -0.120
C  4.8346  -4.4515  3.2099  -0.168
N  4.2850  -3.1897  2.4945  -0.054
C  2.8633  -3.2680  2.1509  -0.175
C  2.5096  -4.4810  1.2166  -0.195
O  3.1594  -4.3953  -0.0855  -0.220
C  3.2839  -5.7130  -0.7937  -0.077
H  7.6047  -4.2432  0.4289  0.091
H  6.1751  -4.5845  1.0172  0.053
H  7.2529  -5.7370  1.3077  0.084
H  6.4768  -3.6197  4.4201  0.118
H  6.6681  -5.3587  4.0620  0.111
H  4.2212  -4.4292  4.1106  0.105
H  4.4584  -5.3447  2.7110  0.086
H  4.9220  -3.0344  1.7263  0.073
H  2.7674  -2.3299  1.6041  0.098
H  2.3064  -3.4052  3.0778  0.116
H  1.4407  -4.6249  1.0590  0.104
H  2.7167  -5.4286  1.7140  0.094
H  4.1388  -6.2554  -0.3901  0.071
H  3.5051  -5.6192  -1.8569  0.080
H  2.4182  -6.3583  -0.6441  0.081
C  3.3767  5.2455  0.0305  -0.103
O  2.3091  6.1219  -0.3062  -0.193
C  1.7514  5.8969  -1.5693  -0.219
C  0.8099  7.0229  -1.9471  -0.179
N  -0.5017  6.9295  -1.3342  -0.064
C  -1.3574  5.9895  -2.0631  -0.165
C  -2.6640  5.9549  -1.2188  -0.217
O  -2.3778  5.5835  0.1086  -0.255
C  -3.5693  5.0551  0.7973  -0.044
H  4.2077  5.0282  -0.6405  0.071
H  3.1583  4.1948  0.2211  0.097
H  3.8998  5.7453  0.8458  0.096
H  1.5047  4.8632  -1.8114  0.105
H  2.5559  5.9795  -2.3001  0.110
H  0.6650  7.0744  -3.0262  0.118
H  1.1431  7.9897  -1.5697  0.128
H  -0.9091  7.8472  -1.4442  0.102
H  -1.0400  4.9646  -2.2552  0.116
H  -1.4845  6.3254  -3.0922  0.118
H  -3.3393  5.3810  -1.8533  0.125
H  -3.0168  6.9638  -1.0050  0.122
H  -3.3393  4.8975  1.8510  0.078
H  -3.7190  4.0505  0.4016  0.074
H  -4.5479  5.5211  0.6829  0.093
C  -3.9260  2.1626  2.5411  -0.178
O  -4.1898  1.0511  3.2703  -0.157
C  -3.5671  -0.1026  2.6103  -0.145
C  -4.1328  -1.3558  3.3282  -0.185
N  -3.9418  -1.3548  4.7826  -0.032
C  -4.5146  -2.4834  5.4868  -0.183
C  -6.0857  -2.5117  5.5747  -0.147
O  -6.4692  -1.5999  6.6663  -0.201
C  -7.8568  -1.4748  6.9405  -0.136
H  -4.4730  2.9374  3.0784  0.101
H  -4.3895  2.1213  1.5554  0.047
H  -2.9384  2.6042  2.4084  0.066
H  -2.4894  0.0413  2.5345  0.109
H  -3.9069  -0.1557  1.5759  0.111
H  -3.5726  -2.1948  2.9155  0.113
H  -5.1336  -1.4003  2.8985  0.113
H  -4.4998  -0.5547  5.0445  0.100
H  -4.0718  -2.6484  6.4691  0.103
H  -4.2274  -3.3427  4.8810  0.089
H  -6.4798  -3.5225  5.6796  0.112
H  -6.5554  -2.0882  4.6869  0.107
H  -8.4055  -1.2143  6.0354  0.079
H  -8.3599  -0.8101  7.6429  0.077
H  -8.2432  -2.4011  7.3656  0.075
C  1.8493  6.9484  -10.9412  -0.115
O  1.7186  5.9390  -9.9834  -0.176
C  2.7157  5.9779  -9.0559  -0.270
C  2.5473  4.8553  -7.9465  -0.165
N  3.6265  4.7049  -6.9429  -0.035
C  3.7036  5.7730  -5.8584  -0.155
C  4.9965  5.5748  -5.0669  -0.218
O  4.5212  5.0394  -3.8315  -0.211
C  5.6528  4.6236  -3.0246  -0.097
H  1.4576  6.4596  -11.8333  0.095
H  2.8939  7.1888  -11.1386  0.080
H  1.4227  7.9013  -10.6282  0.089
H  2.8609  6.9852  -8.6656  0.110
H  3.6790  5.8093  -9.5372  0.110
H  2.5679  3.9352  -8.5304  0.110
H  1.5575  5.0084  -7.5164  0.111
H  3.3943  3.8221  -6.5108  0.047
H  2.8799  5.7410  -5.1452  0.110
H  3.7425  6.7749  -6.2858  0.105
H  5.5967  6.4846  -5.0776  0.121
H  5.5477  4.7625  -5.5406  0.106
H  6.1920  5.4790  -2.6175  0.095
H  6.3227  3.9168  -3.5141  0.084
H  5.4003  3.9484  -2.2070  0.050
C  -6.2194  -5.6905  0.3237  -0.105
O  -6.5771  -6.4472  1.4978  -0.221
C  -5.5092  -7.2288  2.1595  -0.158
C  -4.4061  -6.2849  2.7508  -0.169
N  -3.5838  -7.0744  3.7526  -0.069
C  -2.4178  -6.2488  4.3003  -0.185
C  -1.9553  -6.8937  5.6059  -0.209
O  -2.9696  -6.6599  6.6451  -0.210
C  -2.6954  -7.4467  7.7398  -0.140
H  -6.1339  -6.3258  -0.5579  0.076
H  -5.2356  -5.2238  0.3744  0.067
H  -6.9056  -4.8657  0.1316  0.085
H  -5.1551  -7.9444  1.4174  0.110
H  -5.9996  -7.8220  2.9313  0.112
H  -4.8930  -5.5477  3.3893  0.105
H  -3.7434  -5.7789  2.0488  0.111
H  -4.0287  -7.3015  4.6305  0.080
H  -2.8131  -5.2345  4.3558  0.092
H  -1.5482  -6.2370  3.6433  0.113
H  -0.9821  -6.4536  5.8229  0.101
H  -1.7200  -7.9529  5.5016  0.120
H  -3.4194  -6.9407  8.3786  0.099
H  -1.6913  -7.1517  8.0443  0.087
H  -2.8202  -8.5058  7.5146  0.093

Question: Among the records above, which one has the highest charge?
Answer: C22H41BrNP3SeSn

Question: What is the charge in the first record?
Answer: +4

Question: Which formula does entry 2 have?
Answer: C70H177AlB4N11O30